{
  "formula": "C5H10O",
  "method": "wB97M-V/def2-TZVPD",
  "elements": ["C", "C", "C", "C", "C", "O", "H", "H", "H", "H", "H", "H", "H", "H", "H", "H"],
  "positions_angstrom": [[0.611402, 1.555959, 0.043911], [0.066060, 0.164919, -0.099062], [-0.694266, -0.055689, -1.400366], [0.875722, -1.010479, 0.413659], [-0.403134, -1.574290, 0.990007], [-0.863975, -0.020130, 1.258252], [-0.150954, 2.298063, -0.216579], [0.944129, 1.708289, 1.071029], [1.466091, 1.687979, -0.628618], [-0.850410, -1.114200, -1.619457], [-0.168696, 0.419297, -2.245817], [-1.666329, 0.439926, -1.337935], [1.267776, -1.692486, -0.342839], [1.711570, -0.648867, 1.051761], [-0.322208, -2.084920, 1.948698], [-1.822779, -0.073371, 1.113356]],
  "atomic_forces_ev_per_a": [[0.039, 0.093, 0.069], [-0.207, 0.205, 0.317], [-0.215, 0.022, 0.214], [0.050, -0.168, -0.267], [0.070, -0.943, 0.038], [-0.061, -0.049, -0.886], [0.133, -0.050, 0.077], [0.024, 0.114, -0.120], [-0.112, -0.074, 0.055], [0.030, 0.197, 0.222], [0.055, -0.098, 0.454], [-0.032, -0.031, -0.061], [0.153, 0.304, -0.205], [-0.396, -0.221, 0.009], [0.158, 0.459, 0.423], [0.313, 0.242, -0.339]],
  "energy_ev": -7390.15063,
  "e_homo_ev": -6.72,
  "e_above_lowest_kcal_mol": 106.4,
  "homo_lumo_gap_ev": 7.51
}